{"formula": "C7H17N", "method": "the ωB97M-V functional and the def2-TZVPD basis", "spin_multiplicity": 2, "charge": -1, "e_homo_ev": [1.5, -5.4], "s_squared": 0.750, "relative_energy_kj_mol": 42.9, "e_tot_ha": -331.587637, "elements": ["C", "C", "C", "C", "C", "N", "C", "C", "H", "H", "H", "H", "H", "H", "H", "H", "H", "H", "H", "H", "H", "H", "H", "H", "H"], "coordinates": [[0.70833, 0.98767, -0.66967], [1.69199, 0.12061, 0.06287], [2.27811, -0.99598, -0.78865], [2.83503, 0.94198, 0.72376], [-0.63583, 0.38669, -1.02974], [-1.53570, 0.39660, 0.15490], [-2.40138, -0.78568, 0.22807], [-3.66316, -0.48205, 1.03856], [1.23468, 1.39917, -1.53961], [0.48835, 1.90140, -0.09320], [1.25967, -0.35105, 0.95167], [1.50223, -1.73163, -1.03977], [3.11220, -1.48718, -0.28549], [2.63725, -0.68095, -1.77401], [3.47337, 0.18571, 1.18376], [2.44580, 1.67789, 1.43067], [3.47559, 1.46666, 0.00789], [-1.14757, 0.95603, -1.80801], [-0.51270, -0.64633, -1.35334], [-0.96650, 0.53718, 0.98173], [-1.82267, -1.55649, 0.76303], [-2.61916, -1.18603, -0.75656], [-3.42413, -0.23105, 2.07089], [-4.04954, 0.47514, 0.67299], [-4.36426, -1.29831, 0.86728]], "atomic_forces_ev_per_a": [[-0.2, 1.2, -0.4], [1.2, 0.2, 0.8], [-0.4, -0.2, -0.5], [-0.2, -0.5, -0.8], [-0.4, -0.2, 0.8], [0.1, 0.4, -1.0], [0.9, 0.2, 1.7], [0.5, 0.7, -1.0], [-0.2, -0.3, -0.2], [0.1, -0.2, 0.2], [-0.5, -0.1, -0.2], [0.2, -0.2, 0.3], [-0.2, -0.2, 0.0], [0.1, 0.4, 0.2], [0.1, 0.4, 0.5], [0.1, -0.1, 0.2], [-0.2, 0.0, -0.1], [0.2, -0.1, -0.2], [0.1, -0.1, -0.3], [-0.2, -0.4, 0.1], [-0.3, -0.4, -0.3], [-0.1, 0.3, -0.2], [0.0, -0.7, 0.3], [-0.4, -0.3, -0.3], [-0.3, 0.1, 0.6]], "lowdin_charge": [-0.245, -0.481, -0.306, -0.178, -0.282, -0.093, -0.380, -0.145, 0.099, 0.106, 0.107, 0.013, 0.024, 0.033, 0.043, 0.055, 0.053, 0.090, 0.076, 0.087, 0.077, 0.082, 0.055, 0.058, 0.051]}



{"formula": "C7H17N", "method": "the ωB97M-V functional and the def2-TZVPD basis", "spin_multiplicity": 1, "charge": 0, "smiles": "CCCN(CC)CC", "e_homo_ev": -7.8, "relative_energy_kj_mol": 165.6, "e_tot_ha": -331.607832, "elements": ["C", "C", "C", "N", "C", "C", "C", "C", "H", "H", "H", "H", "H", "H", "H", "H", "H", "H", "H", "H", "H", "H", "H", "H", "H"], "coordinates": [[0.46163, 2.19137, -1.95121], [0.29805, 1.52149, -0.59370], [-1.05514, 0.92965, -0.20390], [-1.02411, -0.41864, 0.37035], [-0.73248, -1.57495, -0.43798], [0.71264, -1.89911, -0.86263], [-0.84649, -0.49702, 1.79879], [0.58785, -0.30885, 2.33696], [0.55651, 3.28576, -2.00365], [1.47215, 2.00892, -2.29297], [-0.16485, 1.86385, -2.78069], [0.98133, 0.69615, -0.68375], [0.76840, 2.08072, 0.19891], [-1.63386, 1.48336, 0.53206], [-1.62022, 0.79896, -1.12523], [-1.37786, -1.51255, -1.31175], [-1.03794, -2.41250, 0.18852], [0.74684, -2.28479, -1.88655], [1.41284, -1.07222, -0.76866], [1.18136, -2.74146, -0.35007], [-1.48018, 0.23670, 2.29021], [-1.19219, -1.48839, 2.10911], [0.57468, 0.24537, 3.27252], [1.32224, 0.14201, 1.66509], [1.08881, -1.27385, 2.49023]], "atomic_forces_ev_per_a": [[0.9, 1.3, -0.6], [0.5, -0.3, -0.3], [-0.1, -1.4, -0.2], [0.0, 0.7, 0.4], [0.2, 0.0, 0.7], [0.6, -0.5, -0.5], [0.7, -0.3, -0.3], [0.7, -0.7, 0.0], [-1.0, 0.0, 0.5], [0.4, -0.7, -0.2], [-0.4, -0.2, 0.3], [0.0, -0.5, 0.2], [-0.1, 0.7, 0.3], [0.0, 0.6, -0.3], [-0.4, 0.4, -0.2], [0.0, -0.1, -0.2], [-0.4, -0.2, -0.3], [-0.1, 0.5, -0.2], [-0.1, 0.0, -0.2], [-0.3, 0.1, 0.7], [-0.3, 0.2, -0.1], [-0.1, 0.1, 0.1], [0.2, 0.0, 0.1], [-0.6, 0.6, -0.2], [-0.4, 0.0, 0.4]], "lowdin_charge": [-0.111, -0.234, -0.168, -0.222, -0.228, -0.082, -0.241, -0.080, 0.067, 0.058, 0.071, 0.055, 0.101, 0.114, 0.110, 0.110, 0.106, 0.066, 0.048, 0.063, 0.103, 0.109, 0.063, 0.057, 0.066]}



{"formula": "C7H17N", "method": "the ωB97M-V functional and the def2-TZVPD basis", "spin_multiplicity": 1, "charge": 0, "smiles": "CCC[C@H](C)N(C)C", "e_homo_ev": -7.9, "relative_energy_kj_mol": 167.5, "e_tot_ha": -331.607105, "elements": ["C", "C", "C", "C", "C", "N", "C", "C", "H", "H", "H", "H", "H", "H", "H", "H", "H", "H", "H", "H", "H", "H", "H", "H", "H"], "coordinates": [[0.26245, 3.38776, 0.27753], [0.95046, 2.04101, 0.11935], [-0.11776, 0.79063, 0.51914], [0.45846, -0.33312, -0.25072], [0.16333, -0.37969, -1.73950], [-0.32190, -1.50462, 0.59018], [-1.69652, -1.79921, 0.26291], [0.44890, -2.70818, 0.78612], [-0.55297, 3.48438, -0.43926], [-0.14925, 3.49819, 1.28017], [0.96104, 4.20886, 0.11187], [1.41476, 1.98936, -0.86629], [1.77125, 1.94258, 0.83158], [-1.10557, 1.08976, 0.17592], [-0.04447, 0.67843, 1.59730], [1.51773, -0.48509, -0.03680], [-0.87759, -0.13958, -1.94615], [0.37519, -1.37619, -2.12441], [0.78753, 0.33793, -2.26972], [-1.80385, -2.40072, -0.65468], [-2.25442, -0.87356, 0.12553], [-2.16547, -2.35061, 1.08528], [1.46074, -2.44999, 1.10424], [0.00458, -3.31638, 1.58141], [0.51334, -3.33195, -0.12100]], "atomic_forces_ev_per_a": [[0.3, 0.0, 0.0], [-1.7, -0.6, 1.3], [3.2, 4.0, -1.9], [-2.9, -3.4, 2.0], [0.2, 0.0, 0.3], [1.6, 0.4, -0.7], [0.3, 0.3, -0.5], [0.1, 0.0, -0.2], [-0.1, 0.1, 0.0], [-0.1, 0.0, 0.0], [0.0, 0.1, 0.0], [-0.4, -0.4, -0.1], [0.0, 0.1, 0.1], [-0.1, -0.1, 0.1], [-0.2, -0.2, -0.2], [-0.1, -0.1, 0.1], [-0.1, 0.0, 0.0], [0.0, 0.0, -0.1], [0.0, 0.0, -0.1], [-0.1, -0.1, 0.0], [-0.1, 0.0, 0.0], [0.1, 0.0, -0.1], [0.0, 0.0, 0.0], [0.0, 0.0, -0.1], [0.1, -0.1, 0.0]], "lowdin_charge": [-0.140, -0.220, -0.146, -0.332, -0.054, -0.254, -0.133, -0.138, 0.068, 0.069, 0.064, 0.086, 0.093, 0.101, 0.112, 0.133, 0.079, 0.078, 0.070, 0.078, 0.072, 0.084, 0.075, 0.079, 0.076]}



{"formula": "C7H17N", "method": "the ωB97M-V functional and the def2-TZVPD basis", "spin_multiplicity": 2, "charge": 1, "e_homo_ev": [-14.6, -14.6], "s_squared": 0.755, "relative_energy_kj_mol": 166.8, "e_tot_ha": -331.291081, "elements": ["C", "C", "C", "C", "C", "N", "C", "C", "H", "H", "H", "H", "H", "H", "H", "H", "H", "H", "H", "H", "H", "H", "H", "H", "H"], "coordinates": [[-0.89875, 1.07441, -0.55279], [-1.56014, 0.03055, 0.40517], [-1.23969, 0.39470, 1.88778], [-3.12982, -0.00145, 0.33853], [0.59186, 1.03910, -0.60316], [1.04631, -0.22217, -1.31527], [2.45607, -0.53406, -1.28978], [2.95440, -1.34440, -0.11348], [-1.24768, 2.01649, -0.21812], [-1.26410, 0.85263, -1.55412], [-1.06037, -1.07683, 0.17608], [-0.86229, -0.47241, 2.56364], [-2.09056, 0.57803, 2.58587], [-0.57216, 1.23790, 1.87015], [-3.49875, -0.30362, 1.32748], [-3.50696, -0.63318, -0.50813], [-3.65516, 0.86138, -0.06059], [1.02594, 1.91106, -1.13666], [1.11506, 1.17715, 0.42247], [0.36910, -0.91266, -1.08641], [3.10534, 0.31808, -1.49026], [2.54349, -1.21468, -2.19818], [3.56348, -0.69215, 0.60700], [2.19248, -1.86873, 0.46921], [3.62290, -2.21516, -0.52643]], "atomic_forces_ev_per_a": [[-1.0, -1.9, 0.3], [0.2, -1.5, 0.7], [0.2, -2.0, 1.6], [0.3, -1.3, -1.9], [1.5, 0.3, -0.4], [1.3, 3.4, 3.6], [-0.2, -1.4, -3.0], [2.0, -1.5, 1.2], [-0.3, 1.2, 0.0], [-0.2, 0.4, -0.2], [-1.5, 2.4, 0.5], [0.4, 1.2, -1.7], [0.1, 0.7, -1.3], [0.4, 0.3, 0.7], [-0.3, 0.0, -0.8], [0.5, -0.5, 1.1], [0.6, 1.1, 0.8], [-0.3, -0.5, -0.1], [-0.6, -1.0, -1.3], [-0.7, -1.5, -0.5], [-0.6, 0.3, 0.1], [0.2, 0.7, 0.8], [-0.9, -1.0, -1.1], [-0.2, 0.3, -0.1], [-1.0, 1.9, 0.9]], "lowdin_charge": [-0.190, -0.382, -0.091, -0.073, -0.129, 0.185, -0.226, -0.064, 0.120, 0.128, 0.161, 0.112, 0.084, 0.051, 0.078, 0.089, 0.078, 0.151, 0.179, 0.120, 0.136, 0.161, 0.116, 0.077, 0.128]}



Which value of charge does entry 1 give? -1